{
  "formula": "C30H48N14O10P2",
  "method": "ωB97M-V/def2-TZVPD",
  "gap_ev": 9.083,
  "e_lumo_ha": 0.012,
  "largest_force_ev_per_a": 2.42,
  "species": ["N", "P", "O", "O", "C", "C", "O", "O", "O", "C", "O", "O", "C", "P", "O", "O", "O", "H", "H", "H", "H", "H", "H", "H", "H", "H", "C", "C", "N", "H", "H", "H", "C", "C", "N", "H", "H", "H", "C", "C", "N", "H", "H", "H", "C", "C", "N", "H", "H", "H", "C", "C", "N", "H", "H", "H", "C", "C", "N", "H", "H", "H", "C", "C", "N", "H", "H", "H", "C", "C", "N", "H", "H", "H", "C", "C", "N", "H", "H", "H", "C", "C", "N", "H", "H", "H", "C", "C", "N", "H", "H", "H", "C", "C", "N", "H", "H", "H", "C", "C", "N", "H", "H", "H"],
  "coordinates": [[0.13501, 0.01739, 0.35417], [1.59470, 0.48810, 0.54417], [1.69565, 2.08511, 0.39472], [2.14442, 0.10978, 2.02231], [2.79645, -0.25173, -0.67965], [4.10575, 0.49946, -0.98662], [5.04717, 0.50163, 0.03403], [4.56657, 1.26177, 1.13643], [2.11353, -0.24849, -1.94857], [1.34956, -1.36843, -2.06278], [0.59584, -1.61394, -2.94533], [1.63453, -2.19854, -1.01922], [2.88956, -1.76850, -0.46613], [4.14307, -2.67726, -1.45701], [5.46761, -2.58211, -0.84304], [4.09939, -2.26322, -3.00460], [3.61623, -4.17135, -1.45946], [-0.21618, -0.44210, 1.19053], [1.03798, 2.31840, -0.27460], [1.89401, -0.80209, 2.19539], [3.88103, 1.50027, -1.36079], [4.56727, -0.02551, -1.81111], [4.04752, 1.99869, 0.77515], [3.00938, -1.99862, 0.58417], [4.17739, -1.30699, -3.13730], [4.36294, -4.75161, -1.20562], [-3.27543, 0.89608, 2.69722], [-2.55872, -0.26590, 2.16398], [-1.99906, -1.17277, 1.74689], [-2.82413, 1.21994, 3.62859], [-3.23747, 1.71725, 1.97673], [-4.31538, 0.62244, 2.87861], [-5.21603, 1.67930, -1.10040], [-4.11589, 2.33295, -0.39951], [-3.25693, 2.84028, 0.15925], [-5.88014, 2.43015, -1.52325], [-4.82137, 1.05614, -1.90098], [-5.77757, 1.05983, -0.40587], [0.74221, 4.83158, 2.48582], [-0.22645, 5.54856, 3.31113], [-0.98714, 6.11937, 3.94804], [0.25982, 3.98499, 2.00391], [1.14133, 5.50259, 1.72483], [1.55930, 4.46580, 3.10520], [2.27353, 0.89348, -5.70380], [3.38926, 0.95720, -4.76493], [4.25401, 0.99809, -4.01761], [2.65004, 0.91141, -6.72430], [1.71243, -0.02515, -5.54174], [1.61513, 1.74531, -5.54870], [2.13363, -7.68521, -1.78308], [3.28807, -7.10105, -1.10427], [4.19425, -6.63745, -0.58304], [1.44283, -6.90157, -2.07724], [2.46157, -8.22263, -2.67103], [1.62568, -8.37219, -1.11666], [2.33425, 8.92059, 1.25269], [2.29807, 7.59457, 0.64273], [2.24413, 6.55577, 0.16607], [2.34555, 8.83244, 2.33576], [3.22626, 9.45224, 0.92504], [1.45844, 9.47760, 0.95448], [-1.64249, -8.90577, 0.58146], [-1.19100, -8.38927, -0.70831], [-0.83547, -7.98428, -1.71649], [-2.51216, -8.34514, 0.91677], [-1.90907, -9.95588, 0.48386], [-0.84739, -8.80508, 1.31745], [1.96443, -4.58725, -4.24943], [1.93654, -5.90133, -4.88694], [1.92352, -6.93217, -5.38096], [1.94179, -4.70157, -3.16782], [2.87493, -4.06140, -4.52783], [1.10249, -4.00071, -4.56396], [-1.18273, -6.21211, -6.42948], [-2.21150, -5.77608, -7.37256], [-3.01583, -5.43504, -8.11003], [-1.29775, -7.27540, -6.23191], [-0.19121, -6.03744, -6.83775], [-1.28671, -5.66574, -5.49395], [0.59643, 1.16363, 5.19270], [0.00864, 1.56058, 3.91393], [-0.44880, 1.87259, 2.91291], [0.09949, 1.68324, 6.00169], [0.48361, 0.09148, 5.33532], [1.65448, 1.41421, 5.20613], [-0.93389, 1.78306, 9.68642], [0.13196, 1.29360, 8.81514], [0.96554, 0.91243, 8.13174], [-1.06419, 2.85345, 9.54199], [-1.86566, 1.27415, 9.44933], [-0.67593, 1.59107, 10.72550], [-2.24583, 8.94143, 1.52428], [-1.06280, 9.64275, 2.01461], [-0.13829, 10.18139, 2.41826], [-3.01765, 9.66165, 1.26136], [-1.98788, 8.35433, 0.64506], [-2.62135, 8.27602, 2.29925], [-9.74202, 1.29506, -1.09238], [-8.73485, 1.33470, -0.03447], [-7.94895, 1.36381, 0.79525], [-9.25825, 1.36076, -2.06471], [-10.30003, 0.36326, -1.03360], [-10.42864, 2.13087, -0.97762]]
}

{
  "formula": "C3H7N3O3S2",
  "method": "ωB97M-V/def2-TZVPD",
  "e_above_lowest_kj_mol": 107.0,
  "gap_ev": 8.859,
  "e_lumo_ha": 0.005,
  "largest_force_ev_per_a": 5.09,
  "species": ["C", "C", "C", "N", "N", "N", "O", "O", "O", "S", "S", "H", "H", "H", "H", "H", "H", "H"],
  "coordinates": [[1.09341, -0.72394, 1.53116], [1.71873, -1.81629, 1.05812], [0.35333, 0.72249, -0.19013], [0.12076, 0.03371, 0.90538], [-1.17054, -0.07416, 1.55926], [1.34545, 0.62945, -1.00857], [-1.92238, 0.28602, -1.55194], [-1.88926, 2.08416, 0.09072], [-0.80403, 2.26858, -2.12116], [1.49600, -2.27887, -0.60460], [-1.09611, 1.50827, -0.93401], [1.26933, -0.56751, 2.71107], [2.43839, -2.37196, 1.59684], [-1.66281, -1.03450, 1.30453], [-1.73249, 0.64415, 1.13951], [-2.10846, 0.49826, -2.48985], [1.40823, -1.06528, -1.20002], [1.14247, 1.25744, -1.79634]]
}

{
  "formula": "C5H10S3",
  "method": "ωB97M-V/def2-TZVPD",
  "e_above_lowest_kj_mol": 331.0,
  "gap_ev": 8.185,
  "e_lumo_ha": -0.014,
  "largest_force_ev_per_a": 4.47,
  "species": ["C", "C", "C", "C", "C", "H", "H", "H", "H", "H", "H", "H", "H", "H", "H", "S", "S", "S"],
  "coordinates": [[1.76125, -0.87770, 1.79594], [-0.14050, 1.11581, 0.80588], [-0.73008, 0.68229, -0.65661], [-2.05544, -0.07890, -0.56030], [0.35987, 0.25089, -1.48266], [1.75994, -1.55664, 0.95448], [2.70170, -0.32387, 1.87300], [1.61612, -1.91235, 2.61959], [0.80223, 1.83657, 0.89274], [-0.91961, 1.68515, 1.40331], [-0.96472, 1.66204, -1.16761], [-2.36594, -0.41731, -1.54666], [-2.51904, 0.84566, -0.13258], [-2.04266, -0.85253, 0.37712], [0.92285, -1.78172, -3.17414], [0.17229, 0.04634, 2.12354], [-0.03098, -1.39827, -2.08731], [1.67273, 1.07454, -2.03773]]
}

{
  "formula": "C14H14N4O2S",
  "method": "ωB97M-V/def2-TZVPD",
  "e_above_lowest_kj_mol": 60.9,
  "gap_ev": 7.833,
  "e_lumo_ha": -0.024,
  "largest_force_ev_per_a": 2.58,
  "species": ["C", "H", "H", "H", "C", "C", "C", "C", "C", "C", "C", "H", "H", "N", "C", "C", "N", "N", "C", "N", "C", "O", "C", "S", "H", "H", "O", "H", "C", "H", "H", "H", "H", "H", "H"],
  "coordinates": [[-1.75798, -3.00161, -0.73053], [-1.05139, -3.44838, -1.42667], [-2.09974, -2.05928, -1.15253], [-2.61176, -3.66619, -0.62448], [-1.09402, -2.76322, 0.62754], [0.05198, -1.80514, 0.47850], [-0.18799, -0.43992, 0.54560], [0.85799, 0.44627, 0.33702], [2.15490, -0.05958, 0.10493], [2.40768, -1.41613, 0.04041], [1.33834, -2.27651, 0.21777], [1.50513, -3.34211, 0.16588], [3.40129, -1.79641, -0.13892], [3.04592, 1.00507, -0.01780], [2.36563, 2.14461, 0.13481], [0.99289, 1.89041, 0.33705], [0.19522, 2.95850, 0.45920], [-1.04101, 2.94132, 0.57405], [-2.02733, 2.12975, 0.31575], [-2.99873, 1.83671, 1.10409], [-4.04617, 1.18739, 0.54915], [-5.01607, 0.77090, 1.12558], [-3.87846, 0.99238, -0.98747], [-2.26823, 1.62811, -1.42862], [-4.66019, 1.53789, -1.51607], [-3.94998, -0.06619, -1.23575], [2.95214, 3.33392, 0.06277], [2.26516, 4.00549, 0.20823], [4.45682, 0.89062, -0.26570], [4.93549, 0.32981, 0.53897], [4.88290, 1.89039, -0.31427], [4.63109, 0.37441, -1.21124], [-1.18056, -0.08811, 0.77465], [-0.73971, -3.71413, 1.02920], [-1.83122, -2.35104, 1.31886]]
}

{
  "formula": "C22H17GaO6PSe3Te",
  "method": "ωB97M-V/def2-TZVPD",
  "e_above_lowest_kj_mol": 57.9,
  "gap_ev": 6.592,
  "e_lumo_ha": 0.086,
  "largest_force_ev_per_a": 1.30,
  "total_charge": -1,
  "species": ["Ga", "O", "C", "O", "C", "P", "C", "C", "C", "C", "C", "C", "C", "C", "C", "C", "C", "C", "H", "H", "H", "H", "H", "H", "H", "H", "H", "H", "H", "H", "Se", "Se", "Te", "Se", "O", "C", "O", "C", "C", "C", "C", "O", "C", "O", "C", "C", "H", "H", "H", "H", "H"],
  "coordinates": [[3.37146, -1.54328, 1.99890], [1.33435, -3.88114, 1.59299], [0.87620, -2.77502, 1.82696], [1.47275, -1.81016, 2.42125], [-0.54204, -2.44669, 1.38333], [-0.46990, -0.83413, 0.41698], [-1.57865, 0.13773, 1.52325], [-0.91530, 0.78760, 2.56385], [-1.61905, 1.52323, 3.49830], [-2.99804, 1.61880, 3.40693], [-3.66199, 0.98765, 2.36821], [-2.95763, 0.26429, 1.42036], [-1.54311, -1.36589, -0.99355], [-2.69926, -2.13702, -0.88374], [-3.37095, -2.55661, -2.01910], [-2.88355, -2.24368, -3.27733], [-1.72113, -1.50075, -3.39688], [-1.06319, -1.05736, -2.26353], [-1.16735, -2.31994, 2.26929], [-0.92148, -3.25418, 0.75490], [0.15994, 0.70471, 2.63913], [-1.09239, 2.02853, 4.29673], [-3.55562, 2.19273, 4.13401], [-4.73865, 1.05978, 2.29481], [-3.48756, -0.19750, 0.59952], [-3.06067, -2.43491, 0.09178], [-4.27299, -3.14920, -1.92746], [-3.39924, -2.59764, -4.16009], [-1.31758, -1.28690, -4.37622], [-0.14598, -0.49112, -2.35541], [3.87927, -3.91309, 1.83124], [6.22187, -4.01821, 2.26261], [6.96962, -1.72696, 1.52084], [5.35594, -0.33511, 2.86999], [3.20001, -0.89665, 0.09521], [2.67080, 0.20048, 0.46471], [2.51377, 0.49165, 1.65754], [2.22677, 1.14997, -0.58805], [2.59379, 0.96469, -1.91284], [2.12621, 1.81259, -2.91144], [1.27483, 2.82232, -2.52870], [0.63935, 3.76127, -3.30581], [-0.08790, 4.57432, -2.41054], [0.10208, 4.11488, -1.09326], [0.93749, 3.02819, -1.18927], [1.40782, 2.21420, -0.19444], [3.25733, 0.15039, -2.16129], [2.40454, 1.67039, -3.94213], [-1.16345, 4.53655, -2.66145], [0.27242, 5.61321, -2.49628], [1.16606, 2.36299, 0.84521]]
}

{
  "formula": "C56H54N5O3P2SiW",
  "method": "ωB97M-V/def2-TZVPD",
  "e_above_lowest_kj_mol": 217.0,
  "gap_ev": [4.005, 3.948],
  "s2": 2.032,
  "multiplicity": 3,
  "e_lumo_ha": [0.037, 0.035],
  "largest_force_ev_per_a": 2.90,
  "total_charge": -1,
  "species": ["W", "C", "N", "C", "P", "C", "C", "C", "C", "C", "C", "C", "C", "C", "C", "C", "C", "C", "C", "C", "C", "C", "C", "P", "C", "C", "C", "C", "C", "C", "C", "C", "C", "C", "C", "C", "H", "H", "H", "H", "H", "H", "H", "H", "H", "H", "H", "H", "H", "H", "H", "H", "H", "H", "H", "H", "H", "H", "H", "H", "H", "H", "H", "H", "H", "O", "C", "O", "C", "C", "C", "C", "C", "N", "H", "H", "H", "H", "N", "C", "C", "C", "C", "N", "C", "C", "H", "H", "H", "H", "C", "H", "H", "C", "C", "C", "C", "C", "C", "C", "C", "N", "H", "H", "H", "H", "H", "H", "C", "Si", "C", "C", "O", "H", "H", "H", "H", "H", "H", "H", "H", "H"],
  "coordinates": [[-1.12932, -0.25202, 0.14146], [2.33228, -0.70032, -1.57244], [3.12208, -1.26072, -0.51274], [2.59008, -1.28232, 0.81556], [0.78528, -1.84972, 0.85276], [0.93708, -2.48932, 2.57606], [0.65478, -3.82632, 2.82756], [0.88178, -4.36452, 4.08036], [1.39008, -3.56932, 5.09426], [1.64028, -2.22742, 4.85626], [1.42178, -1.68462, 3.60446], [0.80458, -3.25262, -0.21904], [-0.43342, -3.33512, -1.07274], [-0.19292, -4.22102, -2.26524], [0.87418, -5.03392, -2.36654], [1.89678, -5.06272, -1.38164], [1.85298, -4.15262, -0.34994], [4.37218, -1.75222, -0.80034], [4.68668, -2.17772, -2.09844], [5.96018, -2.60752, -2.40924], [6.95168, -2.63692, -1.44364], [6.65078, -2.22482, -0.15524], [5.38408, -1.78432, 0.16726], [1.20538, 0.69518, -0.99184], [2.50048, 1.77598, -0.23434], [2.07088, 2.89498, 0.46956], [2.97198, 3.80808, 0.98566], [4.33328, 3.60118, 0.84206], [4.77548, 2.47108, 0.17556], [3.87358, 1.57698, -0.37564], [1.15178, 1.52418, -2.63114], [0.78188, 0.77408, -3.74734], [0.77688, 1.33928, -5.00754], [1.13178, 2.66948, -5.17374], [1.47098, 3.43218, -4.06874], [1.47368, 2.86648, -2.80664], [1.72508, -1.48152, -2.05014], [2.99778, -0.28652, -2.34054], [2.66218, -0.30642, 1.31876], [3.14258, -2.01842, 1.40436], [0.26178, -4.43512, 2.02596], [0.66778, -5.40712, 4.26416], [1.60018, -3.99822, 6.06556], [2.01038, -1.59462, 5.64916], [1.60418, -0.63282, 3.44096], [-1.25942, -3.80002, -0.49484], [-0.95632, -4.21712, -3.03294], [0.97718, -5.68292, -3.22894], [2.71398, -5.76192, -1.47044], [2.67148, -4.11482, 0.36116], [3.92368, -2.19772, -2.85974], [6.17808, -2.92562, -3.41964], [7.94498, -2.97902, -1.69194], [7.41918, -2.22582, 0.60506], [5.18628, -1.43252, 1.16896], [1.01688, 3.05288, 0.58846], [2.60178, 4.67958, 1.50566], [5.04258, 4.31818, 1.23116], [5.83518, 2.28328, 0.06596], [4.27078, 0.73138, -0.90924], [0.49618, -0.26192, -3.63104], [0.49618, 0.73528, -5.85994], [1.14118, 3.10758, -6.16004], [1.73748, 4.47258, -4.19154], [1.73408, 3.46828, -1.95184], [0.01418, 1.23958, 3.82436], [-0.59732, 0.89658, 2.81136], [-0.01282, 0.35208, 1.77126], [-2.05992, 0.93848, 2.69446], [-2.85972, 1.21998, 3.80206], [-4.22452, 1.08508, 3.72746], [-4.76212, 0.63458, 2.50076], [-3.92982, 0.36918, 1.45166], [-2.58072, 0.51468, 1.48206], [-2.35672, 1.51748, 4.71076], [-4.86952, 1.28418, 4.56986], [-5.82492, 0.48818, 2.38586], [-4.33872, 0.01568, 0.51176], [-4.85472, -5.58202, 3.95986], [-4.29422, -4.78702, 3.33036], [-3.61862, -3.83922, 2.58036], [-3.80082, -3.68792, 1.18146], [-3.09242, -2.76242, 0.47866], [-2.15432, -1.89522, 1.02606], [-2.01512, -2.04252, 2.40076], [-2.68322, -2.93972, 3.16456], [-4.51112, -4.31832, 0.66616], [-3.28172, -2.64202, -0.58074], [-1.30712, -1.38352, 2.89136], [-2.49632, -2.97902, 4.22806], [-0.91532, -1.91142, -1.47294], [-1.83032, -2.11112, -2.05624], [-0.19612, -1.58372, -2.24414], [-2.63492, 0.24838, -1.61024], [-3.18852, 1.56388, -1.97374], [-4.50612, 1.94268, -1.68004], [-5.05322, 3.10268, -2.17874], [-4.30382, 3.92548, -3.02554], [-2.97972, 3.57538, -3.31874], [-2.44062, 2.43148, -2.78654], [-4.86952, 5.07608, -3.59774], [-5.32542, 6.01468, -4.08164], [-2.05812, -0.03612, -2.50234], [-3.49192, -0.44292, -1.54624], [-5.12522, 1.30248, -1.06694], [-6.07552, 3.37028, -1.94504], [-2.39762, 4.20158, -3.98284], [-1.42122, 2.16638, -3.02354], [-0.72532, 3.93158, 2.23446], [-1.40652, 3.38438, 0.50496], [-0.89342, 4.81028, -0.67884], [-3.28132, 3.70708, 0.76556], [-0.93542, 1.96988, -0.06004], [-0.49352, 4.99498, 2.23706], [0.16038, 3.40228, 2.57086], [-1.48792, 3.76988, 2.99196], [-1.18782, 5.75348, -0.22974], [-1.39602, 4.73858, -1.63574], [0.17328, 4.85398, -0.87034], [-3.40282, 4.50428, 1.49326], [-3.82692, 2.84908, 1.14076], [-3.76572, 4.02718, -0.14864]]
}

{
  "formula": "C2H4CuO2",
  "method": "ωB97M-V/def2-TZVPD",
  "e_above_lowest_kj_mol": 178.5,
  "gap_ev": [4.466, 5.655],
  "s2": 0.759,
  "multiplicity": 2,
  "e_lumo_ha": [-0.087, -0.087],
  "largest_force_ev_per_a": 4.13,
  "species": ["H", "C", "C", "O", "O", "H", "H", "H", "Cu"],
  "coordinates": [[-0.00709, 1.21624, 0.84770], [0.11693, -0.61671, -0.38202], [-0.65517, 0.73533, 0.09530], [-0.55852, 1.42405, -1.10483], [1.03512, -1.05917, 0.43706], [0.08192, 0.39469, -1.59515], [-0.62264, -1.34443, -0.76207], [-1.67255, 0.38015, 0.35136], [2.28199, -1.13015, 2.11264]]
}

{
  "formula": "C6H7N",
  "method": "ωB97M-V/def2-TZVPD",
  "e_above_lowest_kj_mol": 432.9,
  "gap_ev": 9.320,
  "e_lumo_ha": 0.023,
  "largest_force_ev_per_a": 3.32,
  "species": ["C", "C", "C", "C", "N", "C", "C", "H", "H", "H", "H", "H", "H", "H"],
  "coordinates": [[-0.31214, 1.56244, 0.28611], [0.13867, 0.20025, -0.11955], [-0.77820, -0.73123, -0.86054], [-2.03691, -0.92550, -0.14371], [-3.02094, -1.03602, 0.45259], [1.31618, -0.30285, 0.09106], [2.29967, -0.99213, 0.57300], [-0.57146, 2.14423, -0.59917], [-1.20618, 1.48593, 0.91966], [0.45858, 2.09945, 0.84862], [1.78562, -0.32961, 1.46376], [-0.97889, -0.29962, -1.84704], [-0.28751, -1.69979, -1.00852], [3.19350, -1.17555, -0.05627]]
}